This record from the Open Molecules 2025 dataset describes an isolated molecule of C4H8O2. The level of theory is ωB97M-V/def2-TZVPD.

```
14
Properties=species:S:1:pos:R:3:lowdin_charge:R:1
C 1.61 -0.37 0.60 -0.037
C 0.14 -0.01 0.74 -0.416
O 0.01 1.40 0.71 -0.084
C -0.72 -0.52 -0.42 -0.310
C -1.89 0.33 -0.71 0.058
O -0.46 0.32 -1.60 -0.010
H 2.01 -0.01 -0.36 0.085
H 2.18 0.12 1.40 0.085
H 1.77 -1.45 0.66 0.086
H -0.27 -0.43 1.67 0.151
H -0.01 1.11 -1.22 0.127
H -0.63 -1.57 -0.69 0.151
H -0.96 1.52 0.50 0.068
H -2.57 -0.17 -1.42 0.047
```

Results
LUMO level	0.91	eV
total charge	0
gap between HOMO and LUMO	9.67	eV
energy relative to the best compared isomer or geometry (same formula, charge and spin)	104.1	kcal per mole


This record from the Open Molecules 2025 dataset describes a 2-piece molecular cluster, C2F6IPS overall in a non-equilibrium geometry. The level of theory is ωB97M-V/def2-TZVPD.

```
11
Properties=species:S:1:pos:R:3:lowdin_charge:R:1
C -0.93 0.59 -1.14 -0.865
C 1.11 0.19 0.83 -0.810
F -1.12 1.84 -0.73 0.071
F 0.06 0.40 -1.99 0.152
F -2.04 0.21 -1.68 0.122
F 1.90 -0.45 -0.05 0.068
F 1.15 1.48 0.65 0.144
F 1.54 -0.01 2.04 0.136
P -0.77 -0.46 0.50 0.703
S -2.10 0.51 1.62 0.342
I 1.20 -4.29 -0.05 -0.062
```

Results
LUMO level (spin up / spin down)	-5.12 / -5.11	eV
total charge	0
gap between HOMO and LUMO (spin up / spin down)	3.42 / 3.43	eV
energy relative to the best compared isomer or geometry (same formula, charge and spin)	42.6	kcal per mole


This record from the Open Molecules 2025 dataset describes an isolated molecule of C4H7NO in a non-equilibrium geometry. The level of theory is ωB97M-V/def2-TZVPD.

```
13
Properties=species:S:1:pos:R:3:lowdin_charge:R:1
O 0.11 0.46 2.17 0.034
C 0.90 0.41 1.12 -0.117
C 0.53 -1.32 -0.45 -0.097
N 0.25 -0.09 -1.19 -0.088
C -0.98 0.54 -0.74 -0.124
C 0.32 0.95 -0.16 -0.304
H -0.77 0.82 1.97 0.114
H 1.02 -1.01 0.58 0.055
H -0.36 -1.97 -0.36 0.097
H 1.37 -1.86 -0.88 0.088
H -1.68 -0.06 -0.16 0.106
H -1.45 1.21 -1.47 0.105
H 0.74 1.93 -0.42 0.133
```

Results
LUMO level	0.69	eV
total charge	0
gap between HOMO and LUMO	9.04	eV
energy relative to the best compared isomer or geometry (same formula, charge and spin)	127.7	kcal per mole


This record from the Open Molecules 2025 dataset describes C10H29NO7Pd as an isolated structure in a non-equilibrium geometry. The level of theory is ωB97M-V/def2-TZVPD.

```
48
Properties=species:S:1:pos:R:3:lowdin_spin:R:1
Pd -8.56 21.85 -22.82 1.878
C -9.25 18.43 -19.82 0.028
C -8.71 19.39 -20.98 0.016
C -8.62 18.62 -22.35 0.006
O -8.37 19.59 -23.37 0.116
C -8.24 19.14 -24.72 0.012
N -9.69 20.54 -21.13 0.307
H -8.95 18.74 -18.82 0.000
H -8.68 17.52 -20.02 0.006
H -10.32 18.23 -19.91 0.000
H -7.68 19.75 -20.94 0.001
H -9.58 18.15 -22.57 0.000
H -8.02 17.74 -22.11 0.003
H -7.75 18.19 -24.54 0.007
H -7.51 19.70 -25.32 0.001
H -9.16 18.96 -25.28 0.000
H -10.60 20.12 -21.28 0.009
H -9.84 20.86 -20.18 0.007
C -10.70 23.94 -21.49 0.007
C -10.58 25.13 -20.50 0.012
O -10.29 26.45 -21.16 0.000
O -9.35 23.80 -21.98 0.120
H -11.39 24.18 -22.30 0.000
H -11.03 23.07 -20.93 0.000
H -9.83 24.83 -19.77 0.000
H -11.40 25.30 -19.81 0.003
H -10.10 27.11 -20.49 0.000
H -9.05 24.65 -22.31 0.002
C -10.78 22.20 -25.04 0.009
C -9.42 22.56 -25.77 0.009
O -8.50 22.93 -24.85 0.059
O -10.55 21.52 -23.75 0.114
H -11.33 21.53 -25.69 0.002
H -11.31 23.15 -24.92 0.002
H -9.53 23.23 -26.62 0.003
H -9.23 21.60 -26.25 0.001
H -8.23 23.78 -25.20 0.002
H -11.18 20.80 -23.71 0.003
C -5.66 22.58 -23.10 0.009
C -5.83 22.73 -21.61 0.007
O -7.06 22.36 -21.08 0.087
O -6.40 21.40 -23.47 0.135
H -4.64 22.27 -23.34 0.005
H -6.17 23.39 -23.63 0.000
H -5.54 23.76 -21.39 0.001
H -5.23 21.99 -21.07 0.003
H -7.15 22.25 -20.13 0.003
H -5.81 20.64 -23.45 0.005
```

Results
LUMO level (spin up / spin down)	-9.04 / -14.64	eV
total charge	+3
multiplicity	4
gap between HOMO and LUMO (spin up / spin down)	9.60 / 3.99	eV